C31H27NO7 | ωB97M-V with the def2-TZVPD basis set

CARTESIAN COORDINATES (ANGSTROEM)
C  2.7663  5.7302  -5.8763
H  0.0574  7.8999  -2.0276
C  -0.2590  -5.9563  2.6113
C  0.4132  -0.4385  -0.6821
H  -1.2777  -4.6854  -0.3484
C  1.6807  3.0107  -3.7703
H  3.2323  5.4864  -6.8320
H  -0.8089  -1.8047  6.2251
O  -0.3546  5.8952  -1.6228
O  0.9203  0.4423  2.1522
H  -0.7821  -8.5845  2.2048
C  2.6379  7.1466  -2.7314
C  1.9074  4.3428  -4.1046
O  1.6065  6.7002  -3.5888
H  0.6443  -0.6289  4.5387
C  -0.5979  -1.2086  2.8909
C  0.7196  -3.7897  2.2238
H  2.7986  8.1974  -2.9694
O  -0.3490  -7.0001  3.4745
C  -0.7182  7.1443  -2.1741
H  -3.7622  -4.5589  4.3597
C  0.1706  3.6711  -2.0438
C  0.2883  -1.4038  -1.6975
C  0.5855  0.9009  -1.0054
H  -0.5288  3.4421  -1.2563
H  -1.0609  -8.8062  3.9493
H  0.7003  1.6349  -0.2242
C  0.2758  -0.5539  1.8845
H  1.0908  -4.9950  3.9531
H  3.5650  6.5858  -2.8968
O  0.1260  -2.6370  -1.1559
H  2.2136  2.2600  -4.3311
C  -1.7829  -1.8509  2.5582
C  0.6463  1.2544  -2.3449
C  -2.1777  -2.4726  4.7105
O  2.7761  4.5266  -5.1383
H  -0.9398  7.0625  -3.2401
H  -2.1545  -1.8608  1.5423
H  -4.7423  -3.1022  4.6140
C  -4.0600  -3.8069  5.0937
H  -1.6172  7.4493  -1.6366
H  2.3565  7.0457  -1.6775
C  -1.1448  -8.1059  3.1199
H  3.3471  6.5161  -5.3875
C  0.0349  -3.6844  1.0100
C  1.2820  5.3606  -3.3709
C  -1.0375  -1.7985  5.1724
H  1.7495  6.0897  -6.0456
O  -2.9247  -3.1334  5.6035
H  0.5534  0.5775  -4.3749
C  -0.7596  -4.7493  0.5964
C  -0.9126  -5.8732  1.3856
C  0.1373  -2.4880  0.1929
C  0.8428  2.6636  -2.7212
C  0.3670  5.0088  -2.3667
C  0.5708  -4.9046  3.0128
C  -0.2502  -1.1596  4.2470
H  1.3830  -2.9967  2.5327
H  -1.5473  -6.6730  1.0383
H  0.2360  -1.8099  -3.8085
H  -4.5381  -4.2776  5.9500
C  0.5225  0.2719  -3.3404
H  -2.1942  -7.8219  2.9914
C  0.3385  -1.0618  -3.0387
N  -2.5497  -2.4695  3.4383
C  0.2884  -1.1651  0.5525

Cartesian forces, eV/Å:
0.02 0.28 -0.31
-0.05 -0.07 -0.03
0.05 0.16 -0.05
-0.03 -0.45 -0.49
-0.06 -0.01 -0.08
0.05 0.16 0.00
-0.04 0.04 0.06
0.05 0.00 0.12
0.39 -0.21 0.05
0.02 -0.04 -0.08
-0.02 0.03 0.03
0.23 0.10 0.17
-0.18 -0.18 -0.01
-0.34 -0.61 -0.07
0.07 0.05 0.04
-0.21 0.23 0.39
-0.02 -0.14 -0.19
0.05 -0.02 0.06
0.19 0.32 0.01
-0.21 0.34 -0.09
-0.07 0.03 0.05
0.05 0.19 -0.01
0.15 1.26 0.19
0.00 -0.11 -0.12
-0.12 -0.02 0.08
-0.04 0.02 -0.09
0.04 0.10 0.07
-0.23 -0.21 0.19
0.08 0.00 0.11
-0.05 0.03 -0.02
-0.02 -0.46 -0.03
0.07 -0.10 -0.08
0.37 0.32 -0.08
-0.06 -0.24 0.06
0.19 0.22 -0.45
0.03 -0.09 0.40
0.01 0.01 0.05
0.11 0.03 -0.13
0.02 -0.10 0.03
-0.35 -0.19 -0.16
0.06 0.00 -0.06
-0.02 0.01 -0.05
-0.14 -0.20 -0.07
-0.07 -0.06 -0.03
-0.02 -0.46 -0.26
0.14 0.44 -0.03
-0.09 -0.11 0.02
0.06 -0.02 0.00
0.31 0.17 0.21
0.00 0.02 -0.11
0.16 0.32 0.05
-0.08 -0.36 0.20
0.14 0.91 0.58
0.04 0.45 -0.16
-0.04 -0.22 -0.03
-0.09 -0.17 0.09
-0.21 -0.07 -0.16
0.07 0.03 0.04
-0.05 -0.08 0.00
-0.02 -0.07 -0.11
0.04 0.03 -0.03
0.01 0.06 0.09
0.05 0.00 -0.01
-0.04 -0.40 0.16
-0.39 -0.30 0.57
0.04 -0.55 -0.51

Output
LUMO energy: 0.1 eV
SMILES: COc1ccc(-c2oc3ccc(-c4cc(OC)c(OC)c(OC)c4)cc3c2C(=O)c2ccc(OC)nc2)cc1
Energy above the lowest of the compared OMol25 structures with the same formula, charge and spin: 0.0 kJ/mol
Total charge: 0
HOMO: -7.92 eV
Gap between HOMO and LUMO: 8.04 eV
Maximum force: 1.29 eV/A



C31H28AuP2 | ωB97M-V with the def2-TZVPD basis set

CARTESIAN COORDINATES (ANGSTROEM)
H  0.9123  0.0618  4.0797
C  2.2489  -4.3121  -0.9724
C  -1.4777  0.7795  -4.2111
C  -4.2037  -0.0930  -0.5301
H  4.0635  -3.5302  -1.8054
H  0.3381  -4.8058  -0.1222
C  0.3930  2.0707  -5.0755
H  0.7045  -1.2083  -5.9103
H  1.4690  2.6656  -1.5737
C  2.3675  1.1370  -0.3468
Au  -0.3861  0.5612  -2.2675
C  0.2850  -0.3175  -5.4628
C  -0.9108  -0.3924  -4.7676
H  -2.3304  0.9347  -0.4936
C  -2.6815  -0.2020  1.3249
C  3.3879  3.2635  -0.8265
P  0.9520  0.0496  -0.4774
C  2.7373  -1.9646  -1.1983
H  3.3604  4.2292  -1.3125
H  5.3204  3.5817  0.0396
C  -0.0962  0.4854  5.9021
C  0.9221  0.9110  -5.6276
H  3.5255  -0.1993  0.9041
H  1.8359  0.9635  -6.2051
C  -1.2269  0.4200  3.7722
H  -1.3528  0.9688  7.5772
C  -3.5943  -1.0135  2.0519
H  -6.0257  -1.2032  -0.2798
C  2.3241  2.3851  -0.9695
C  4.4883  2.8981  -0.0650
C  3.4766  0.7737  0.4283
C  -0.8064  2.0167  -4.3742
C  -2.9988  0.2616  0.0269
H  -4.4824  0.2816  -1.5055
H  -3.3524  0.9307  3.8064
C  -4.7776  -1.3846  1.4520
C  -2.4621  0.7762  4.4020
H  -0.3479  -2.4678  0.1614
C  0.6371  -2.6890  -0.2435
C  1.5081  -1.6623  -0.6195
H  -2.5107  0.7702  -3.8770
C  3.1034  -3.2940  -1.3668
C  -1.3209  0.8135  6.5053
C  0.4093  0.0383  1.3554
H  -1.2694  2.9239  -4.0065
H  1.0307  0.7947  1.8446
H  0.7914  0.3781  6.5103
P  -1.2013  0.1905  2.0967
H  -5.4684  -2.0299  1.9776
H  0.8901  3.0199  -5.2230
C  -5.0836  -0.9217  0.1742
H  3.4104  -1.1798  -1.5184
H  -3.3472  -1.3779  3.0402
C  -0.0314  0.3084  4.5478
H  5.4002  1.3736  1.1441
C  1.0102  -4.0104  -0.4147
H  2.5422  -5.3448  -1.1045
H  -3.4162  1.2468  6.2493
H  -1.4390  -1.3336  -4.6867
H  0.7169  -0.9467  1.7470
C  -2.4947  0.9642  5.7589
C  4.5339  1.6555  0.5609

Cartesian forces, eV/Å:
0.00 -0.03 0.02
-0.03 0.01 0.01
-0.08 0.05 -0.09
-0.02 0.00 0.02
-0.01 -0.01 0.00
0.01 0.00 0.00
0.06 -0.04 0.01
0.00 0.00 0.01
0.00 0.01 0.01
-0.02 0.01 0.06
0.15 -0.04 0.01
0.01 0.00 0.00
0.02 -0.04 0.05
0.03 -0.04 -0.02
0.05 0.09 0.08
0.01 0.00 0.00
0.08 -0.14 -0.03
0.02 -0.02 -0.03
0.00 0.00 0.00
0.00 0.00 0.00
-0.01 0.03 0.04
-0.01 0.01 0.01
0.01 0.00 0.00
0.00 0.00 0.00
0.01 0.15 0.10
-0.01 0.00 0.00
-0.11 -0.05 -0.09
0.00 0.00 0.00
0.02 -0.03 -0.05
-0.01 0.01 -0.01
-0.01 0.04 0.00
-0.09 0.02 0.10
-0.02 -0.01 -0.03
-0.01 -0.01 0.00
0.02 0.03 0.04
0.05 0.01 0.11
0.03 0.00 0.01
0.01 0.01 0.00
0.01 -0.01 -0.01
-0.08 0.07 0.03
0.00 0.00 0.00
0.02 0.01 -0.01
0.01 -0.02 -0.01
-0.20 0.25 -0.02
0.00 0.02 -0.04
0.01 -0.02 0.01
0.00 0.01 -0.01
0.03 -0.31 -0.07
0.00 0.00 -0.01
-0.01 0.00 0.00
0.01 0.04 -0.07
0.00 0.01 0.02
0.00 -0.04 -0.04
-0.05 -0.01 -0.05
0.00 0.01 0.00
0.01 -0.01 -0.01
0.00 0.00 0.00
0.00 0.00 0.00
-0.01 0.01 -0.02
0.07 -0.01 -0.06
0.02 0.01 0.01
0.00 -0.03 0.01

Output
LUMO energy: -12.1 eV
Total charge: +3
HOMO: -16.93 eV
Gap between HOMO and LUMO: 4.84 eV
Maximum force: 0.32 eV/A



C31H28Cl2CrN6O3S | ωB97M-V with the def2-TZVPD basis set

CARTESIAN COORDINATES (ANGSTROEM)
C  0.9238  -1.6376  4.4685
H  -3.7801  -0.4665  0.3109
N  -1.9738  1.4656  2.0439
H  -4.9763  2.7184  2.9819
H  -3.9123  5.7769  6.1839
H  -1.0110  1.0919  4.0183
H  -0.3562  5.3795  3.7964
O  -0.6346  0.3121  -2.5953
O  1.0944  -1.1470  -1.2386
C  1.1296  -5.1575  -4.2055
C  0.3895  -1.3786  2.1291
C  -2.0716  5.7352  5.0347
C  -0.3090  -0.1503  2.4454
C  1.2250  -2.5499  -3.2103
N  -2.9780  -3.0153  -1.5222
H  2.4634  -0.5773  -5.0726
N  -4.0533  2.9285  2.6233
H  -4.9458  -2.7418  -0.7519
H  -1.5610  6.4695  5.6385
N  -1.0570  0.5721  1.5593
N  -2.0343  -1.2820  -0.5814
C  1.3712  -1.1215  -2.6536
H  0.0907  -0.1719  5.8187
C  5.3318  0.3728  -3.5828
S  -2.5552  1.8371  -0.6618
C  1.4700  -4.9376  -2.8831
H  1.9641  -1.2187  -0.7978
C  -2.7659  1.9638  1.0939
H  -3.0722  -3.8744  -2.0442
C  -2.0343  4.2334  3.1408
H  1.4116  -2.1828  5.2659
H  0.6312  -4.2693  -6.0808
H  1.5375  -3.0225  2.9470
Cl  0.8044  2.2071  -0.7723
C  -3.9474  -2.3683  -0.8256
N  -3.8928  2.5882  1.3212
C  -3.3567  3.8090  3.4327
H  0.6944  -1.9599  -5.2113
H  4.7711  0.1464  -5.6115
H  1.8197  -3.4905  -1.3469
H  6.3130  0.7395  -3.8165
C  -0.3932  0.2297  3.7958
H  -4.9996  4.0391  4.8345
H  2.5627  3.2045  0.6353
Cl  2.5029  0.9247  1.3272
C  -1.8370  -2.3528  -1.3512
C  -3.3602  -1.2675  -0.2781
O  0.3800  0.0237  -4.5469
H  0.3508  -1.7726  1.1142
C  3.7151  -0.3087  -1.9436
C  2.7800  -0.5718  -2.9496
H  3.4814  -0.4039  -0.8757
C  -3.3795  5.3358  5.3407
H  -0.8854  -2.6363  -1.7549
H  -1.5250  3.8491  2.2653
C  0.2097  -0.4854  4.7854
H  1.6866  -5.7704  -2.2129
C  4.4460  0.0490  -4.5853
C  0.9990  -2.0949  3.1547
C  1.7641  2.4767  0.8206
H  1.0941  -6.1665  -4.5858
H  5.6854  0.3906  -1.4741
C  0.8990  -2.8053  -4.5578
C  -3.9907  4.3712  4.5715
C  4.9728  0.1650  -2.2530
C  -1.3928  5.1338  3.9750
H  1.0569  2.7693  1.5940
C  0.8663  -4.0923  -5.0455
C  0.2598  -0.1688  -3.3456
C  1.4977  -3.6474  -2.3759
C  3.1744  -0.3990  -4.2929
Cr  -0.7790  0.3559  -0.5733

Cartesian forces, eV/Å:
0.22 -0.14 0.29
-0.09 -0.22 -0.05
1.28 -1.51 -0.38
0.03 0.31 -0.41
0.16 -0.13 -0.23
0.18 -0.04 0.07
0.05 0.16 -0.13
-0.65 0.28 1.58
0.40 0.36 0.09
0.14 -0.38 0.03
-0.95 1.23 0.16
0.03 -0.31 0.15
-0.10 -1.33 1.44
0.08 -0.46 -0.16
0.48 -0.61 -0.16
-0.11 -0.14 -0.22
-1.33 0.11 2.28
-0.25 0.01 -0.09
-0.01 0.07 0.12
-0.31 0.85 -2.60
0.70 -0.31 -1.04
-0.75 0.48 -0.64
0.14 -0.06 -0.10
0.06 -0.32 0.83
1.01 -0.65 -0.02
-0.22 -0.14 0.41
-0.74 0.09 0.07
-0.45 0.23 -1.08
-0.01 0.17 0.11
-0.61 -0.33 0.07
0.01 -0.13 -0.06
-0.08 -0.01 -0.20
-0.22 0.28 -0.05
1.20 0.72 1.15
-0.68 0.61 0.47
0.55 0.10 0.06
0.96 0.67 -0.25
0.00 -0.27 0.15
-0.16 0.08 -0.12
-0.23 -0.02 -0.18
0.29 0.11 -0.09
-0.30 0.53 -0.39
0.24 0.11 -0.18
-0.51 -0.26 -0.20
-0.09 0.88 -0.19
0.56 0.69 0.40
-0.58 -0.17 0.49
-0.33 -0.01 0.59
0.12 0.09 0.12
-0.72 -0.09 0.32
0.05 -0.15 -0.39
0.06 -0.01 -0.44
0.67 0.17 -0.12
0.07 -0.15 -0.20
-0.06 -0.02 0.17
0.38 -0.58 0.33
-0.01 0.16 -0.25
0.00 0.07 -0.35
0.02 0.30 -0.09
-0.09 -1.00 -0.51
0.01 -0.13 -0.06
-0.02 0.00 0.15
0.21 0.87 0.50
-0.39 -0.69 -0.51
0.42 0.31 -0.60
-0.63 0.26 0.22
-0.04 0.01 -0.28
-0.08 -0.15 0.16
1.62 -0.55 -0.71
0.35 0.60 -0.23
-0.11 -0.08 0.99
-0.81 -0.40 0.01

Output
2S+1: 5
LUMO energy (spin up / spin down): -0.8 / -0.7 eV
Energy above the lowest of the compared OMol25 structures with the same formula, charge and spin: 0.0 kJ/mol
Total charge: 0
Expectation value of S²: 6.137
HOMO (spin up / spin down): -6.59 / -6.64 eV
Gap between HOMO and LUMO (spin up / spin down): 5.82 / 5.93 eV
Maximum force: 2.75 eV/A



C31H28ClFIrN6O7Sb | ωB97M-V with the def2-TZVPD basis set

CARTESIAN COORDINATES (ANGSTROEM)
H  2.2612  0.8389  5.3136
N  -2.2584  -1.1366  3.4786
H  -1.8452  -3.7115  -3.4486
Ir  0.0874  0.1568  -0.5029
C  -3.1131  2.3405  -2.5275
C  -2.0744  -1.0594  1.1015
N  -0.5940  1.5019  0.9852
F  -3.8911  1.7922  4.7872
N  -0.1828  -2.0456  -2.1897
H  -4.0461  -0.1379  3.0387
C  -0.2851  1.9402  3.3606
C  2.5582  0.5774  -2.0007
C  -1.7463  2.1336  1.0491
C  -1.0885  -1.2147  4.2161
H  -1.6602  -2.7783  2.3704
C  0.5119  1.7438  4.5127
C  4.5609  -0.6279  -1.2643
C  -1.5118  2.6435  3.3724
H  -3.3948  -2.3601  2.2090
H  -2.3565  2.1318  0.1595
H  2.8216  -5.3303  -3.1662
H  -1.2262  -5.8881  -4.4429
C  1.3447  0.6637  2.0737
H  -1.0223  4.5570  -0.7047
C  3.1137  0.6124  -3.2884
H  2.2056  -3.1453  -2.1716
C  5.0534  -0.6096  -2.5415
H  -0.1350  -0.3021  5.7550
H  -0.4813  1.3232  -4.6782
C  2.0889  0.4635  3.2026
H  4.7321  0.0440  -4.5596
N  -1.2975  -1.5199  -2.4013
C  4.3268  0.0224  -3.5567
Sb  -1.0029  2.3147  -2.2367
H  5.1335  -1.0878  -0.4685
N  1.6672  0.2680  0.7504
H  0.5017  4.4593  -1.6141
H  -0.9915  4.9793  -2.4336
O  -1.4944  1.7184  6.2149
H  1.1053  -6.6977  -4.3025
C  -2.2320  2.7412  2.2186
C  -1.8039  0.8424  5.4404
C  -2.3807  -1.9722  2.2857
C  -3.1865  -0.1377  3.6936
O  -0.8384  -1.1551  0.7126
C  1.4666  -3.7548  -2.6695
C  0.8378  -5.7439  -3.8688
H  -3.3821  3.2445  -3.0733
H  2.5569  1.0992  -4.0772
O  0.7764  -1.4356  -1.4993
O  -0.2133  -2.0235  4.0074
O  -2.8899  -0.2308  0.7393
C  2.8779  0.0200  0.3781
H  -3.6385  2.3123  -1.5757
C  -0.4729  -5.2897  -3.9493
C  -3.0061  0.8055  4.6194
Cl  6.5785  -1.3423  -2.9063
C  -0.3042  2.2989  -4.2306
H  -3.3858  1.4564  -3.0987
N  -0.9870  -0.2607  5.2131
H  3.6404  -0.0645  1.1478
H  3.0000  -0.1186  3.1791
H  -0.8423  3.0634  -4.7900
C  3.3060  -0.0577  -0.9826
H  0.7598  2.5163  -4.2197
H  -3.1892  3.2411  2.1871
C  1.8011  -4.9784  -3.2309
C  0.1551  -3.3242  -2.7664
H  0.1758  2.1529  5.4572
C  0.1402  1.3878  2.1412
C  -0.5763  4.3228  -1.6690
C  -0.8288  -4.0723  -3.3962
H  -1.8741  3.0684  4.3012
O  -1.4801  -0.3738  -1.8278
C  1.6619  1.0097  4.4299
O  1.4033  1.1791  -1.7714

Cartesian forces, eV/Å:
0.03 0.01 0.02
-0.15 0.12 0.09
0.00 0.00 0.00
0.16 -0.57 0.36
-0.02 -0.02 0.02
0.23 0.28 0.24
0.14 0.03 -0.11
-0.10 0.02 0.03
0.04 0.06 -0.04
0.00 0.00 0.00
0.23 0.27 -0.23
0.05 0.00 -0.01
-0.12 0.17 0.11
0.10 -0.03 -0.08
-0.02 -0.01 0.00
1.12 0.63 -0.39
-0.06 0.00 0.03
0.19 0.36 -0.25
0.00 0.03 0.05
0.03 0.02 0.00
0.00 0.00 0.00
0.00 0.00 0.00
0.08 0.00 0.02
-0.01 -0.03 0.00
-0.02 -0.01 0.01
0.00 0.00 0.00
-0.03 0.02 -0.05
-0.11 -0.10 -0.02
0.02 0.00 0.00
-0.01 -0.07 0.00
0.00 0.00 0.00
0.00 -0.04 -0.06
0.04 -0.02 0.01
-0.13 0.39 -0.28
0.00 0.00 0.00
0.07 -0.15 -0.03
0.00 -0.02 0.00
0.00 0.00 0.00
-0.67 -0.08 0.56
0.00 0.00 0.00
0.14 0.12 -0.27
-0.64 -0.92 0.26
-0.05 -0.14 -0.15
0.03 -0.24 0.06
-0.07 -0.15 0.00
0.02 0.01 -0.01
0.00 0.00 0.00
0.00 0.00 0.00
0.01 0.00 0.00
-0.01 -0.02 -0.01
-0.05 0.04 0.10
-0.19 -0.19 -0.18
-0.07 0.11 0.11
-0.02 0.01 -0.01
0.00 0.00 0.00
0.02 -0.29 0.28
0.00 0.00 0.00
-0.01 -0.10 0.01
0.01 0.00 -0.01
-0.59 -0.26 0.45
0.01 0.07 0.01
0.00 -0.03 -0.03
-0.01 0.00 0.00
0.05 -0.04 -0.09
-0.01 0.02 -0.01
0.00 0.00 0.01
0.00 0.00 0.00
-0.01 0.01 -0.01
0.37 0.07 -0.30
-0.10 0.03 0.03
0.06 0.00 0.02
-0.01 0.00 0.01
0.09 0.13 -0.12
0.09 0.17 0.07
0.06 0.21 -0.23
-0.22 0.11 0.00

Output
2S+1: 2
LUMO energy (spin up / spin down): -3.6 / -4.6 eV
Energy above the lowest of the compared OMol25 structures with the same formula, charge and spin: 148.3 kJ/mol
Total charge: +1
Expectation value of S²: 0.755
HOMO (spin up / spin down): -10.53 / -10.59 eV
Gap between HOMO and LUMO (spin up / spin down): 6.89 / 6.00 eV
Maximum force: 1.34 eV/A



Question: maximum force of number 4 (C31H28ClFIrN6O7Sb)?
Answer: 1.34 eV/A



Question: The highest maximum force belongs to which entry?
Answer: C31H28Cl2CrN6O3S



Question: Which formula does entry 1 have?
Answer: C31H27NO7



Question: Which value of maximum force does entry 3 give?
Answer: 2.75 eV/A